No. 1
Entry from OMol25: C26H32AsCl2N3O2S6Si2Ta as an isolated structure (ωB97M-V/def2-TZVPD).

```
75
Properties=species:S:1:pos:R:3:forces:R:3
Ta 0.315 -0.101 -0.102 0.485 -0.022 -0.097
As 0.324 1.640 -1.714 0.050 3.351 -3.245
Cl -2.537 1.310 -0.033 -0.670 0.162 0.085
Cl -3.039 -3.965 -1.032 -0.028 -0.048 -0.016
S 1.277 -2.169 0.880 0.469 -1.072 0.468
S -1.428 -1.259 -1.476 -0.304 -0.222 -0.221
S 2.646 0.557 0.568 0.462 -0.144 0.249
S 1.584 -1.218 -2.022 0.109 -0.218 -0.131
S 0.295 1.870 1.481 0.099 0.032 0.151
S 2.641 1.728 3.330 -0.063 0.078 -0.134
Si 0.353 1.437 -4.073 -0.263 -0.871 -0.089
Si 1.214 3.818 -1.786 -0.285 0.169 0.756
O -0.909 -0.686 1.290 -0.465 -0.830 1.470
O -1.122 -2.826 2.004 -0.464 0.207 -0.048
N -0.097 -8.015 -0.597 -0.026 -0.010 -0.009
N 0.895 -6.891 -4.385 -0.012 0.011 -0.022
N 0.436 -2.576 4.106 0.018 0.049 0.051
C 0.884 -3.322 -0.399 0.032 -0.094 -0.060
C -0.681 -0.455 4.123 0.003 0.027 0.109
C -0.313 -0.829 5.558 -0.044 -0.062 -0.108
C -4.822 -2.527 0.361 0.015 -0.063 -0.024
C 1.179 -2.888 -1.704 0.107 -0.048 0.126
C -3.447 -0.159 0.100 0.164 -0.323 -0.034
C -5.311 -1.379 0.957 -0.040 -0.064 0.015
C 2.065 1.025 -4.745 0.105 0.004 0.195
C -0.814 0.046 -4.534 0.001 -0.038 -0.005
C -0.249 4.891 -2.322 0.042 -0.129 -0.053
C 1.713 4.387 -0.078 0.188 -0.070 0.055
C -4.610 -0.188 0.844 0.023 0.139 -0.055
C -2.914 -1.298 -0.524 0.059 0.043 0.105
C -0.134 -2.341 5.453 -0.042 0.056 -0.087
C 0.469 -5.557 -1.167 -0.011 -0.128 0.036
C 1.919 1.430 1.869 0.240 0.190 0.284
C 1.129 -3.832 -2.731 0.090 0.079 0.004
C -0.320 2.922 -5.008 0.022 0.349 0.406
C 2.681 4.047 -2.922 0.034 -0.371 -0.142
C 0.145 -6.925 -0.869 0.018 0.137 -0.023
C 0.518 -4.626 -0.135 -0.031 -0.024 0.091
C -0.341 -1.711 1.931 -0.299 -0.984 0.646
C 0.254 -1.351 3.307 0.036 0.213 -0.074
C 0.799 -5.152 -2.468 0.011 -0.094 -0.083
C -3.634 -2.483 -0.354 0.006 0.145 -0.023
C 0.839 -6.120 -3.536 -0.052 0.103 0.078
H 1.416 -2.813 4.165 -0.013 -0.031 -0.024
H 2.448 3.753 -3.947 0.101 0.092 -0.023
H -4.954 0.716 1.327 -0.020 -0.001 -0.023
H 0.843 4.369 0.577 0.041 0.099 0.034
H -6.238 -1.419 1.515 0.025 0.032 0.027
H 3.500 3.412 -2.574 0.035 0.049 -0.036
H 1.360 -3.521 -3.741 -0.007 -0.046 -0.008
H 0.278 -4.936 0.872 0.037 0.008 0.017
H 2.134 5.397 -0.081 -0.024 -0.008 -0.116
H 3.018 5.086 -2.910 -0.061 0.018 -0.003
H 0.367 3.771 -5.029 -0.057 -0.002 -0.057
H 2.128 -0.048 -4.936 0.013 0.022 0.009
H 2.816 1.266 -3.990 0.108 -0.014 -0.135
H 2.299 1.561 -5.668 -0.025 0.026 0.019
H -0.092 5.464 -3.238 0.017 -0.018 0.016
H 0.632 -0.351 5.824 -0.015 0.013 0.044
H -1.248 3.255 -4.539 -0.015 0.023 -0.139
H -1.107 -2.834 5.514 -0.001 -0.039 0.067
H -0.539 2.618 -6.034 0.065 -0.053 0.009
H -0.822 -3.270 2.827 0.126 -0.037 -0.063
H -0.515 0.595 3.897 -0.009 -0.011 -0.069
H -1.075 -0.543 6.283 0.037 0.016 0.026
H 2.455 3.707 0.349 -0.005 0.079 0.043
H -0.515 5.580 -1.517 0.022 -0.003 -0.014
H 1.202 -0.826 3.157 0.020 0.029 -0.009
H -0.536 -0.862 -4.000 -0.034 -0.048 -0.086
H -1.083 4.206 -2.471 -0.162 0.207 -0.066
H -5.346 -3.468 0.454 0.009 -0.001 0.001
H -1.834 0.298 -4.236 -0.015 -0.053 -0.045
H -1.726 -0.695 3.908 -0.002 -0.027 0.001
H -0.795 -0.163 -5.609 0.014 0.097 0.008
H 0.511 -2.765 6.222 0.003 -0.028 -0.004
```
Positions in Å, forces in eV/Å.

electronic energy: -7506.2611 a.u.
total charge: -1
energy above the lowest of the compared OMol25 structures with the same formula, charge and spin: 1.700 eV
orbital gap: 6.28 eV

---

No. 2
Entry from OMol25: C40H29F9MoN9O3PS2 as an isolated structure (ωB97M-V/def2-TZVPD).

```
94
Properties=species:S:1:pos:R:3:forces:R:3
Mo -1.570 0.810 -0.814 2.130 -1.648 -0.303
S 1.773 0.269 -1.857 -0.309 -0.174 -0.314
S -2.583 -1.493 -0.536 0.116 0.294 -0.227
P -0.515 0.539 1.495 0.228 -0.220 0.735
F 1.380 -5.921 2.433 -0.040 -0.093 -0.187
F -3.043 1.954 7.502 -0.145 -0.126 -0.035
F -3.803 -0.068 7.275 -0.028 0.191 0.003
F 3.144 6.025 2.784 0.179 -0.041 -0.083
F -0.160 -5.957 0.903 0.273 -0.207 0.248
F 4.770 4.592 2.582 -0.038 0.188 -0.054
F -4.937 1.613 6.491 0.115 -0.064 0.149
F 3.759 5.353 0.812 0.055 0.010 0.251
F 1.915 -5.562 0.358 -0.158 -0.235 0.142
O 2.410 0.762 -0.667 -0.107 0.105 -0.091
O 1.454 -1.113 -2.004 -0.067 -0.103 0.233
O -3.281 1.177 -0.194 -2.324 0.783 1.020
N 1.087 3.260 -2.186 0.235 -0.099 -0.095
N -2.514 -4.080 -0.855 0.066 -0.071 -0.029
N -2.783 0.987 -2.699 2.011 -0.331 -1.256
N -4.569 1.413 -0.347 0.880 -0.201 0.417
N -0.995 2.832 -1.183 0.207 -0.164 -0.119
N 0.183 1.004 -1.820 0.258 1.560 0.717
N 4.914 1.793 -6.529 -0.283 -0.061 0.420
N -7.452 1.840 -2.086 0.306 -0.052 0.035
N -0.585 -3.017 -1.592 -0.233 -0.263 -0.081
C 3.012 2.525 2.226 0.054 -0.145 0.050
C -4.956 1.417 -1.575 -0.494 0.072 -0.880
C -2.049 -5.322 -1.138 -0.640 -0.016 0.096
C 4.156 1.473 -5.448 0.274 0.145 -0.242
C 1.331 -1.584 1.080 0.024 0.056 -0.032
C -3.701 1.130 6.674 0.014 0.000 -0.061
C -0.812 -5.403 -1.695 0.311 -0.198 -0.350
C -1.588 0.712 2.971 -0.008 0.063 -0.221
C 2.324 0.241 -4.476 -0.063 -0.051 -0.010
C -0.091 -4.230 -1.920 0.147 0.407 -0.101
C 1.631 -2.940 1.004 0.225 0.116 -0.030
C -2.964 0.880 2.967 0.040 -0.063 0.294
C 1.275 -4.297 -2.532 -0.191 -0.113 0.137
C 2.587 3.837 2.139 -0.018 -0.071 -0.102
C 0.135 -1.161 1.650 -0.186 -0.096 -0.148
C 3.071 0.585 -5.573 -0.026 -0.078 -0.187
C -1.590 0.808 5.377 0.086 -0.004 0.098
C -3.886 1.189 -2.536 -2.736 0.489 0.853
C 0.157 2.435 -1.773 -0.076 -0.284 0.184
C 0.732 -3.870 1.481 -0.106 0.033 -0.025
C -0.903 0.675 4.188 0.092 -0.025 0.091
C -2.909 -6.493 -0.784 0.044 0.173 0.094
C 3.702 1.689 -3.086 -0.131 -0.042 0.020
C -0.332 5.061 -1.475 0.345 0.364 -0.162
C 3.583 4.962 2.098 -0.056 -0.010 0.006
C 0.760 1.783 1.844 -0.011 -0.049 -0.170
C 2.093 1.491 2.086 0.117 -0.139 0.027
C 0.982 -5.341 1.299 0.129 0.239 0.299
C -2.968 0.995 5.361 0.068 -0.016 0.079
C -0.741 -2.116 2.186 0.085 -0.052 0.044
C -0.442 -3.463 2.106 -0.085 0.073 0.050
C -6.341 1.653 -1.859 0.002 -0.013 -0.208
C 1.240 4.139 1.992 -0.176 0.041 -0.013
C 4.452 2.021 -4.183 0.179 0.118 -0.044
C 2.638 0.793 -3.232 -0.033 0.237 -0.086
C -1.790 -2.947 -1.071 0.500 -0.117 0.100
C 0.329 3.111 1.843 0.040 0.089 -0.005
C -3.657 1.025 4.168 -0.037 -0.001 -0.209
C -1.247 4.141 -1.055 -0.436 -0.457 0.167
C 0.846 4.562 -2.025 0.177 -0.050 -0.097
H 2.434 0.464 2.149 -0.011 0.208 -0.008
H 2.845 0.156 -6.543 0.008 0.034 0.081
H 4.733 1.393 -7.427 -0.045 -0.081 -0.147
H 3.934 2.098 -2.108 -0.036 -0.031 -0.124
H -3.524 0.886 2.058 -0.177 0.036 -0.419
H -2.705 -6.785 0.251 0.006 0.025 -0.066
H -1.668 -1.815 2.655 -0.024 0.038 0.006
H 2.562 -3.261 0.548 -0.139 0.074 0.014
H -0.513 6.124 -1.373 0.054 -0.123 -0.032
H 1.707 -3.309 -2.607 0.039 0.128 -0.029
H -3.971 -6.256 -0.863 0.054 -0.007 -0.039
H -1.125 -4.197 2.519 0.039 0.056 -0.032
H 0.913 5.174 2.002 0.017 -0.113 -0.037
H 2.023 -0.872 0.654 -0.073 -0.120 0.014
H -1.059 0.777 6.321 -0.020 0.014 -0.068
H -2.683 -7.344 -1.421 0.009 0.019 -0.024
H 0.172 0.542 4.208 -0.004 0.013 0.028
H -0.725 3.339 1.754 -0.081 0.034 -0.050
H 1.920 -4.941 -1.924 -0.113 0.085 -0.093
H 4.060 2.301 2.390 -0.102 0.015 -0.033
H 1.637 5.232 -2.356 -0.116 -0.081 0.044
H 5.293 2.701 -4.080 -0.105 -0.098 -0.020
H -0.392 -6.371 -1.940 -0.022 0.125 0.024
H -3.440 -3.977 -0.466 -0.150 -0.010 0.106
H 1.215 -4.760 -3.521 -0.034 0.049 0.047
H 1.508 -0.469 -4.570 0.114 0.110 0.022
H -4.730 1.164 4.166 0.063 -0.006 -0.035
H -2.188 4.427 -0.601 -0.017 -0.065 0.040
H 5.704 2.403 -6.443 0.095 0.067 0.024
```
Positions in Å, forces in eV/Å.

2S+1: 3
electronic energy: -4364.4379 a.u.
expectation value of S²: 2.037
total charge: +2
orbital gap (spin up / spin down): 5.05 / 5.21 eV

---

No. 3
Entry from OMol25: C29H54BBrI4O18Si2 as an isolated structure (ωB97M-V/def2-TZVPD).

```
109
Properties=species:S:1:pos:R:3:forces:R:3
I -6.692 7.939 -1.430 1.606 -0.134 0.092
I -6.946 4.595 -0.498 1.438 0.075 -0.025
I -1.540 0.959 3.872 -1.024 0.307 -0.954
I -4.787 1.579 5.402 0.019 0.150 -1.550
Br -0.758 2.090 0.419 -0.891 -0.063 0.028
Si -2.974 1.654 0.718 -0.953 -0.538 -0.177
Si -3.400 4.330 -0.305 -0.734 0.109 -0.939
O -3.190 -1.441 -2.203 -0.477 1.578 0.942
O -0.703 -5.651 -6.375 0.011 0.107 0.383
O -1.592 -4.417 -4.826 0.257 -0.449 -0.156
O 5.231 -2.818 4.457 0.443 -0.333 0.186
O 2.858 -5.451 0.965 -0.250 0.271 0.003
O -3.202 7.278 2.609 -0.671 -2.746 0.633
O -4.833 5.394 2.534 2.188 1.140 0.280
O -2.248 0.626 -2.167 -1.751 -2.352 2.286
O 7.423 -2.538 3.939 -0.152 -0.182 0.132
O 5.699 2.074 0.902 -0.220 -0.299 0.175
O -4.049 2.746 -0.055 2.614 0.068 1.223
O -5.459 3.180 -3.959 0.492 -1.471 1.020
O 0.596 -4.994 -4.633 -0.277 -0.168 -0.126
O 5.628 -0.086 1.598 -0.259 0.771 -0.467
O 1.091 -4.661 -0.223 0.199 0.238 0.336
O 6.723 -3.761 5.721 -0.148 0.013 -0.388
O 1.360 -3.974 1.818 0.083 -0.100 -0.317
O 3.771 0.879 1.026 0.249 -0.059 0.315
C -0.463 -5.024 -5.212 -0.235 0.325 -0.112
C -3.251 1.514 2.619 -2.551 0.706 1.675
C -2.878 -0.222 -1.526 0.869 0.783 -1.322
C 1.065 -6.913 -1.146 0.029 -0.109 0.299
C 0.451 -6.259 -6.951 0.297 -0.253 -0.265
C -4.514 1.743 3.224 1.870 -0.343 -1.529
C -3.422 7.537 -1.239 -1.125 0.433 -0.603
C 2.052 -4.054 3.062 0.161 0.001 0.424
C -3.342 -0.105 -0.008 -0.414 0.336 -1.015
C -0.818 -2.341 -3.801 0.351 -0.024 -0.246
C -4.842 6.826 -1.053 0.409 -2.909 0.745
C -2.528 5.116 1.195 0.169 0.997 0.356
C -5.831 2.105 2.406 -0.035 0.683 0.886
C 1.478 -5.467 -1.346 0.042 -0.442 -0.512
C 7.052 -0.064 1.691 0.657 -0.190 0.071
C 3.031 2.003 0.528 -0.250 0.429 -0.365
C -6.142 1.937 -3.670 -0.838 -0.657 0.027
C -4.936 5.466 -0.676 -0.542 2.797 -0.697
C -2.369 4.330 -1.928 -0.252 -0.146 -0.752
C 5.092 1.063 1.156 -0.005 -0.045 -0.270
C 8.085 -4.028 6.077 0.584 0.018 0.239
C 8.711 -2.832 6.770 -0.073 0.278 -0.081
C 4.909 -1.939 3.381 -0.122 0.264 -0.180
C -4.080 2.986 -3.498 -0.033 -0.353 -0.343
C -1.510 -3.675 -3.600 0.072 0.458 0.475
C -3.315 4.360 -3.248 0.795 0.149 -0.638
C 1.873 -4.762 0.859 -0.168 -0.102 -0.110
C 6.549 -3.000 4.632 -0.323 0.027 0.274
C 3.191 2.139 -0.974 0.265 -0.087 -0.123
B -3.564 5.941 2.154 -0.461 0.487 0.058
H -0.844 -1.754 -2.883 -0.017 -0.070 -0.120
H 7.370 -0.982 2.186 -0.301 0.065 -0.031
H -4.492 -0.180 -0.028 1.587 -0.134 0.201
H -3.553 2.364 -4.313 -0.511 0.921 1.221
H -3.451 7.263 3.564 0.193 0.664 -0.947
H 5.197 -0.917 3.635 0.052 -0.300 -0.036
H -1.806 5.911 0.774 -0.887 -1.275 0.576
H 9.717 -3.072 7.120 -0.080 -0.031 -0.009
H -1.695 5.259 -1.874 -0.805 -1.444 -0.305
H -5.689 3.083 1.819 -0.057 -1.729 0.753
H 2.930 1.203 -1.474 -0.149 0.070 0.072
H -2.836 7.515 -0.267 -0.726 0.101 -1.283
H -7.220 1.944 -4.060 1.655 0.346 0.335
H 0.962 -5.060 -2.217 0.026 0.167 0.246
H 2.550 -5.376 -1.536 -0.086 0.009 0.230
H 0.125 -6.852 -7.806 -0.215 0.165 0.136
H -3.630 8.614 -1.557 0.473 -1.436 0.648
H 1.278 -7.502 -2.040 -0.032 0.097 0.016
H 2.553 2.938 -1.359 -0.008 -0.066 0.057
H -1.014 -4.267 -2.826 0.033 -0.036 -0.203
H -1.888 4.420 1.824 -0.814 0.711 -0.723
H 3.322 2.920 1.049 0.180 -0.170 -0.037
H -2.535 -3.506 -3.270 0.055 -0.189 -0.285
H 1.880 -5.029 3.523 0.159 0.036 -0.080
H 8.070 -4.877 6.763 -0.322 0.061 -0.116
H -6.149 1.243 1.738 0.494 1.117 0.738
H -4.016 5.260 -3.265 0.688 -1.424 0.215
H 3.830 -1.967 3.234 0.133 -0.034 0.208
H 4.224 2.366 -1.243 -0.076 0.086 0.103
H -2.836 7.059 -2.102 -0.899 0.548 1.379
H 1.651 -3.283 3.721 -0.147 -0.019 -0.260
H 8.661 -4.332 5.199 -0.174 0.167 -0.026
H -1.299 -1.772 -4.600 -0.129 0.003 0.171
H 5.390 -2.253 2.453 0.003 0.044 0.270
H -5.207 5.976 3.226 -0.136 -0.480 -0.659
H 3.119 -3.874 2.930 -0.143 -0.277 -0.031
H 8.102 -2.521 7.622 0.068 -0.154 0.027
H 1.595 -7.364 -0.304 0.065 0.056 -0.106
H -2.612 4.512 -4.147 -1.022 -0.158 1.310
H -6.226 1.733 -2.542 0.295 0.485 -1.357
H -0.003 -6.980 -0.922 0.013 0.049 -0.157
H -2.899 -0.916 0.655 -0.606 0.875 -1.031
H -1.730 3.390 -2.036 -0.672 1.336 0.386
H -4.154 -1.616 -2.174 0.668 0.075 0.371
H 0.947 -6.922 -6.240 -0.009 0.204 -0.005
H 7.398 0.786 2.283 -0.099 0.007 -0.187
H -5.614 1.027 -4.134 -0.564 1.298 0.464
H 1.140 -5.489 -7.304 0.034 -0.091 0.156
H 1.983 1.815 0.767 0.228 -0.266 0.153
H 8.778 -1.975 6.097 0.057 -0.136 -0.034
H 0.225 -2.479 -4.092 -0.050 -0.085 0.105
H -6.684 2.331 3.141 1.300 -0.548 -1.065
H 7.490 -0.038 0.691 -0.045 0.187 0.084
H -4.144 2.310 -2.585 0.387 1.156 -0.840
```
Positions in Å, forces in eV/Å.

electronic energy: -6860.5496 a.u.
orbital gap: 8.19 eV

---

What is the formula in the first record? C26H32AsCl2N3O2S6Si2Ta

---

The lowest electronic energy belongs to which entry? C26H32AsCl2N3O2S6Si2Ta